8 unconnected molecules or ions with the total composition C72H84F4N14O8S4 at a distorted geometry, computed with ωB97M-V/def2-TZVPD.

Structure (XYZ):
```
186
C72H84F4N14O8S4, DFT ωB97M-V/def2-TZVPD
C 10.61550 -27.44212 1.31181
N 9.34526 -27.54252 2.10440
C 9.26214 -26.51271 2.96172
C 8.09309 -26.40892 3.75351
C 7.08398 -27.36387 3.63925
C 7.22195 -28.39429 2.78680
C 8.35135 -28.44698 1.93207
C 5.80897 -27.26978 4.38655
C 5.36303 -28.42287 5.06981
C 4.17100 -28.43665 5.79864
N 3.35203 -27.35698 5.76065
C 3.70864 -26.25064 5.03818
C 4.94366 -26.16129 4.32493
C 2.05430 -27.40873 6.46221
H 10.55481 -26.48421 0.79526
H 10.72799 -28.26265 0.60317
H 11.33760 -27.62262 2.10811
H 10.12459 -25.87864 3.10499
H 8.08392 -25.60214 4.47143
H 6.58061 -29.26191 2.73852
H 8.54718 -29.29045 1.28662
H 5.92428 -29.34346 5.00730
H 3.84533 -29.36217 6.25004
H 2.90260 -25.53384 4.98434
H 5.19726 -25.27113 3.76843
H 1.64112 -26.43340 6.71935
H 1.92765 -28.05132 7.33350
H 1.30198 -27.65599 5.71323
C 0.07116 -30.63988 -8.16926
N -0.10689 -30.70367 -6.67796
C -1.09892 -30.02771 -5.98243
C -1.28369 -30.29797 -4.57641
C -0.53571 -31.25096 -3.96462
C 0.18829 -32.10244 -4.73699
C 0.37370 -31.79067 -6.09346
C -0.61765 -31.47689 -2.51222
C 0.58429 -31.75164 -1.79243
C 0.48441 -31.76875 -0.42081
N -0.66958 -31.61466 0.30524
C -1.81305 -31.50103 -0.33765
C -1.78622 -31.31912 -1.75728
C -0.71194 -31.48601 1.73589
H 0.33107 -29.62225 -8.46076
H -0.90459 -30.97943 -8.51668
H 0.81788 -31.33974 -8.54437
H -1.63937 -29.36743 -6.64450
H -2.02060 -29.70415 -4.05609
H 0.64383 -33.03203 -4.42919
H 0.99938 -32.43626 -6.69191
H 1.49065 -32.03477 -2.30696
H 1.43561 -32.03973 0.01299
H -2.78534 -31.27441 0.07428
H -2.74466 -30.99315 -2.13349
H -1.65863 -31.14219 2.15262
H 0.00585 -30.66714 1.78430
H -0.28123 -32.40162 2.14117
C 2.48735 -39.47642 6.65788
N 1.82254 -38.20782 6.56240
C 0.76811 -37.94048 7.32652
C 0.21730 -36.68285 7.17156
C 0.71801 -35.71434 6.26572
C 1.86783 -36.02941 5.52671
C 2.39788 -37.31240 5.72378
C 0.13489 -34.36209 6.24349
C -0.57079 -33.82294 5.14524
C -1.05136 -32.47552 5.29690
N -0.78347 -31.77920 6.47961
C -0.06498 -32.35461 7.43527
C 0.40116 -33.61053 7.34868
C -1.36453 -30.45414 6.76525
H 2.11170 -40.08809 7.47815
H 3.57144 -39.36925 6.69478
H 2.38287 -39.99178 5.70311
H 0.42490 -38.77874 7.91467
H -0.60383 -36.33294 7.77959
H 2.33537 -35.21375 4.99519
H 3.29638 -37.68514 5.25456
H -0.71888 -34.53559 4.34737
H -1.59755 -31.95796 4.52217
H 0.18428 -31.79246 8.32311
H 1.04302 -34.01850 8.11548
H -0.91266 -29.97735 7.63508
H -2.40725 -30.62146 7.03516
H -1.02660 -29.95389 5.85770
C 1.69043 -28.04585 -3.07974
N 1.87234 -26.86747 -2.23147
C 0.89392 -26.51198 -1.26335
C 1.07436 -25.38237 -0.44166
C 2.24855 -24.67079 -0.55370
C 3.08927 -25.00240 -1.58117
C 2.89968 -25.98401 -2.48706
C 2.56630 -23.62926 0.35722
C 1.99153 -22.34445 0.19323
C 2.37814 -21.34862 1.09445
N 3.41448 -21.55879 1.88390
C 4.06109 -22.72537 2.04606
C 3.63480 -23.73100 1.19933
C 3.84821 -20.36345 2.63361
H 0.87955 -28.69325 -2.74589
H 2.55824 -28.66734 -2.85895
H 1.61404 -27.80567 -4.14020
H 0.07531 -27.21547 -1.30034
H 0.30370 -25.10248 0.26129
H 4.07156 -24.55354 -1.57513
H 3.58839 -26.30320 -3.25529
H 1.27660 -22.03552 -0.55500
H 1.97295 -20.35698 0.95709
H 4.82856 -22.87668 2.79072
H 4.08253 -24.69079 1.41086
H 2.98770 -19.70779 2.76675
H 4.71791 -20.01256 2.07809
H 4.36347 -20.56315 3.57315
C -8.93680 -33.08322 0.13176
N -8.36253 -31.85019 0.39069
C -9.10801 -30.73506 0.67339
C -8.45603 -29.57381 1.00500
C -7.07284 -29.42605 0.92911
C -6.37610 -30.49029 0.38689
C -6.96400 -31.72491 0.29342
C -6.39849 -28.11047 1.07717
C -5.09349 -28.06382 1.49236
C -4.53212 -26.80441 1.68621
N -5.23594 -25.64992 1.52575
C -6.52258 -25.67144 0.93521
C -7.08367 -26.91932 0.74698
C -4.62114 -24.41087 1.89294
H -8.68558 -33.71319 0.98506
H -8.59291 -33.40073 -0.85263
H -10.02427 -33.00909 0.13546
H -10.12694 -31.02780 0.87955
H -8.97819 -28.67812 1.30745
H -5.31485 -30.49875 0.18672
H -6.43987 -32.58479 -0.09684
H -4.61566 -28.93582 1.91390
H -3.56214 -26.63686 2.13059
H -6.96301 -24.70122 0.75888
H -8.05097 -26.96599 0.26890
H -3.73814 -24.38067 1.25458
H -4.36953 -24.39609 2.95340
H -5.38996 -23.67479 1.65799
C 3.99667 -26.39159 11.81110
N 2.74894 -26.16123 11.01426
C 2.69938 -25.01206 10.32320
C 1.50808 -24.57918 9.66673
C 0.34254 -25.47746 9.73434
C 0.46235 -26.61450 10.60651
C 1.71724 -26.97443 11.15434
C -0.83848 -25.18727 8.87841
C -0.64315 -24.71887 7.63436
C -1.66183 -24.47598 6.64675
N -2.86421 -24.71027 7.09046
C -3.14144 -25.32389 8.28999
C -2.15557 -25.51483 9.24558
C -3.90733 -24.36990 6.14692
H 4.29274 -27.38390 11.47085
H 3.87406 -26.34581 12.89322
H 4.79899 -25.76754 11.41748
H 3.61794 -24.44410 10.31501
H 1.58775 -23.66089 9.10388
H -0.34683 -27.30835 10.78027
H 1.80379 -27.87801 11.73953
H 0.34407 -24.41811 7.31602
H -1.52204 -24.13819 5.63051
H -4.18798 -25.58269 8.35473
H -2.27790 -26.17593 10.09079
H -4.75598 -24.03906 6.74562
H -4.18899 -25.31155 5.67570
H -3.68773 -23.58308 5.42526
N -3.89729 -31.78735 2.24368
S -4.55671 -31.63969 3.49592
O -3.91949 -32.13163 4.67020
O -6.02786 -31.69904 3.49403
F -4.18481 -30.10083 3.63461
S -3.96461 -33.52156 2.23140
O -5.17527 -34.13971 2.72516
O -2.66692 -34.00270 2.73961
F -3.97541 -33.76508 0.67278
N -2.16379 -26.28483 3.78966
S -1.87013 -27.59291 4.34515
O -1.19547 -27.73416 5.60900
O -1.74217 -28.66726 3.43411
F -3.43273 -27.83595 4.90246
S -0.48476 -25.91780 3.45731
O 0.09864 -26.49127 2.27479
O 0.40990 -25.71187 4.57814
F -0.67731 -24.41273 3.03440
```

Values from the calculation:
Frontier orbital gap   6.15 eV
HOMO level   -0.923 Ha
Net charge   +10
DFT total energy   -167342.8758 eV
Energy relative to the best compared isomer or geometry (same formula, charge and spin)   10.893 eV